This record from the OMol25 dataset describes a single C4H6N2O molecule. The level of theory is ωB97M-V/def2-TZVPD.

```
13
Properties=species:S:1:pos:R:3:lowdin_charge:R:1
C 1.4958 0.5545 -0.8691 -0.072
C -0.4811 -0.2334 0.1920 -0.432
C -1.0412 1.0911 0.0063 -0.063
C -1.5039 2.2040 -0.0638 0.137
H 1.6748 1.3334 -0.1115 0.100
H 2.4516 0.1174 -1.1466 0.092
H 0.9828 0.9695 -1.7325 0.092
H 0.4000 -2.3656 0.8969 0.079
H -1.0174 -2.8551 1.6462 0.082
H -1.9257 3.1895 -0.1434 0.037
N -1.1681 -1.1184 0.7850 0.021
N -0.6183 -2.3811 0.8401 0.015
O 0.7504 -0.5056 -0.2997 -0.088
```

Properties
Electronic energy = -9269.5748 eV
2S+1 = 1
ΔE to the lowest compared entry with this formula, charge and spin = 378.90 kJ/mol
HOMO = -8.4065 eV
Molar mass = 98.11 g/mol
SMILES = C#C/C(=N/N)OC